Record 1
ORCA calculation (ωB97M-V/def2-TZVPD) on a molecular structure, C11H16Cl2N7PdS5.

Last column: Löwdin charge in e.
Atoms and positions in Å:
Pd  0.36904  -0.27278  -0.90278  0.27
C  -2.85394  -1.28854  -0.19222  -0.31
S  -1.87119  -1.13547  -1.72527  0.81
C  -1.45337  -2.81768  -2.01995  -0.98
C  -0.20753  -3.37556  -1.67999  -1.12
S  1.05435  -2.55947  -0.95359  0.67
S  -0.05683  -5.06580  -2.07686  0.94
C  -1.65154  -5.31586  -2.74509  -1.45
S  -2.20427  -6.70597  -3.34593  0.69
S  -2.59699  -3.83018  -2.75825  0.99
H  -3.88704  -1.02659  -0.39857  0.04
H  -2.42049  -0.61114  0.54101  0.03
H  -2.79619  -2.30963  0.17448  0.05
C  1.00867  -1.64973  4.61731  -0.01
C  0.78637  -0.64710  3.54253  -0.29
C  0.87599  0.72849  3.53775  0.02
C  0.57958  1.12553  2.22249  -0.35
N  0.31352  0.06713  1.46856  -0.01
N  0.44901  -0.99990  2.28634  0.03
C  0.52949  2.50794  1.67145  -0.04
H  1.08662  -1.14941  5.57954  0.09
H  1.93204  -2.20552  4.45131  0.09
H  0.18562  -2.36218  4.67424  0.08
H  1.12633  1.35907  4.37179  0.12
H  0.32885  -1.92459  1.91112  0.13
H  1.07818  3.19128  2.31641  0.08
H  -0.49947  2.86494  1.60153  0.08
H  0.97202  2.54712  0.67624  0.04
N  -2.75578  4.01994  -1.84137  0.15
N  -1.57100  3.29955  -1.86724  -0.28
N  -0.55257  3.66999  -2.60110  0.15
C  0.28429  2.65851  -2.41187  -0.18
N  -0.23886  1.73859  -1.60051  -0.10
N  -1.43900  2.16787  -1.25456  0.08
H  -2.50911  5.00101  -1.93094  0.11
H  -3.18970  3.85337  -0.93848  0.10
H  1.26161  2.59555  -2.85376  0.06
Cl  3.94900  2.18184  -2.82650  0.56
C  4.22276  0.68149  -1.95456  -0.96
Cl  3.03188  0.42966  -0.64498  0.53
H  5.19728  0.71910  -1.48159  0.03
H  4.13238  -0.15484  -2.63817  0.03

Computed properties:
**Gap between HOMO and LUMO (spin up / spin down)**: 7.7 / 5.4 eV
**ΔE to the lowest compared entry with this formula, charge and spin**: 0.0 kcal/mol
**LUMO energy (spin up / spin down)**: -0.1142 / -0.2079 hartree
**Expectation value of S²**: 2.038
**Electronic energy**: -3850.966925 Eh
**Multiplicity**: 3
**Total charge**: +1

=====

Record 2
ORCA calculation (ωB97M-V/def2-TZVPD) on a molecular structure, C11H16Cl3NO2Sn in a non-equilibrium geometry.

Last column: Löwdin charge in e.
Atoms and positions in Å:
C  -0.75570  -1.06413  0.90497  -0.27
C  -1.18774  -1.07656  -0.46523  -0.27
C  -1.66631  0.23151  -0.78874  -0.30
C  -1.33032  -2.27954  -1.33303  -0.11
C  -1.44707  1.07597  0.34284  -0.28
C  -0.86760  0.27822  1.38410  -0.28
C  -0.57976  0.74789  2.76212  -0.11
C  -0.23335  -2.23484  1.66564  -0.10
C  -2.19192  0.64037  -2.10527  -0.11
C  -1.67865  2.53821  0.37790  -0.11
Sn  2.59632  -0.06138  -1.05502  0.32
Cl  1.66299  -0.94284  -3.01340  -0.07
Cl  3.16688  -2.37925  -0.74649  -0.11
Cl  1.19677  1.75481  -1.99449  -0.07
H  -1.03691  -3.18814  -0.77032  0.06
H  -0.84569  -2.16879  -2.32462  0.03
H  -2.39975  -2.47772  -1.54599  0.06
H  -1.71242  0.07348  -2.92639  0.06
H  -2.18371  1.73549  -2.21369  0.05
H  -3.25735  0.39503  -2.19501  0.05
H  -1.33153  3.02164  -0.55147  0.04
H  -1.17211  3.00526  1.23439  0.05
H  -2.75595  2.74612  0.46370  0.05
H  -0.21808  1.78234  2.80516  0.05
H  0.21276  0.16004  3.23304  0.05
H  -1.47622  0.68108  3.40424  0.06
H  0.30195  -2.94945  1.02524  0.05
H  -1.02199  -2.82950  2.16159  0.05
H  0.43629  -1.93861  2.48335  0.05
O  2.17292  0.28246  0.82365  -0.39
H  2.83604  0.49070  1.48064  -0.01
O  6.76379  1.48459  -0.78499  0.05
C  5.60545  1.33144  -0.86787  -0.51
N  4.39795  1.13411  -0.87055  -0.03

Computed properties:
**Gap between HOMO and LUMO**: 4.5 eV
**LUMO energy**: 0.1859 hartree
**Electronic energy**: -2228.980614 Eh
**Total charge**: -2

=====

Record 3
ORCA calculation (ωB97M-V/def2-TZVPD) on a molecular structure, C11H16Cl3NOW in a non-equilibrium geometry.

Last column: Löwdin charge in e.
Atoms and positions in Å:
C  -0.46283  0.91552  -0.99252  -0.32
C  -1.31332  -0.17176  -0.64217  -0.25
C  -0.46786  -1.31637  -0.38356  -0.30
C  -2.80372  -0.15395  -0.73244  -0.04
C  0.88205  -0.95116  -0.61505  -0.36
C  0.90484  0.45718  -0.90617  -0.37
C  2.08788  1.29522  -0.90216  -0.07
C  -0.89530  2.23271  -1.51169  -0.07
C  -0.97307  -2.69868  -0.18605  -0.04
C  2.06708  -1.81581  -0.63929  -0.07
W  0.31121  0.36176  1.23956  1.30
Cl  -2.51136  -0.93892  2.53872  -0.20
Cl  -0.79294  2.47343  1.53781  0.23
Cl  1.26022  -1.56607  2.30472  0.24
H  -3.19763  0.75007  -0.29512  0.08
H  -3.24474  -0.97878  -0.19960  0.04
H  -3.10681  -0.18743  -1.77267  0.10
H  -1.87014  -2.72227  0.44930  0.05
H  -0.22569  -3.32814  0.29613  0.07
H  -1.22653  -3.18215  -1.14705  0.11
H  1.90865  -2.76374  -0.11541  0.07
H  2.94242  -1.32505  -0.19929  0.09
H  2.32296  -2.05242  -1.67883  0.11
H  2.99197  0.77670  -1.20876  0.08
H  2.28189  1.53259  0.36035  0.06
H  1.96359  2.26709  -1.37463  0.08
H  -1.83704  2.56355  -1.07403  0.07
H  -1.03893  2.16571  -2.58981  0.11
H  -0.14106  2.98563  -1.32791  0.07
O  1.84552  1.31392  1.58341  -0.41
H  1.71338  2.23601  1.89957  0.08
N  0.35176  1.04472  4.69580  0.00
C  0.27352  0.78086  3.58885  -0.55

Computed properties:
**Gap between HOMO and LUMO (spin up / spin down)**: 6.2 / 6.2 eV
**LUMO energy (spin up / spin down)**: -0.1104 / -0.1104 hartree
**Electronic energy**: -2006.355190 Eh

=====

Record 4
ORCA calculation (ωB97M-V/def2-TZVPD) on a molecular structure, C11H16Cl8CuF9MgO9S3 in a non-equilibrium geometry.

Last column: Löwdin charge in e.
Atoms and positions in Å:
Cu  0.92219  4.54584  0.76080  0.93
Mg  0.02420  -0.22752  0.86910  0.10
C  0.85884  2.10948  4.70736  -0.53
F  0.31839  1.23410  5.53077  0.17
F  0.69025  3.33707  5.26898  0.12
F  2.18913  1.85871  4.44562  0.13
S  -0.26915  2.13688  3.06920  0.62
O  -1.64037  2.18179  3.57256  -0.24
O  0.12730  3.32679  2.35100  -0.29
O  0.09273  0.94539  2.29187  -0.37
C  3.65619  1.21766  -1.53169  -0.60
F  4.17825  -0.02718  -1.55129  0.14
F  4.60230  2.17120  -1.65510  0.15
F  2.83772  1.45256  -2.54820  0.14
S  2.68110  1.50335  0.09089  0.68
O  1.56410  0.48422  0.14033  -0.46
O  3.64634  1.26512  1.19267  -0.29
O  2.13988  2.89532  0.05039  -0.35
C  -3.16826  2.48881  -0.71454  -0.60
F  -3.80859  1.37946  -1.07130  0.10
F  -3.48329  3.40032  -1.59491  0.19
F  -3.56091  2.73623  0.57453  0.12
S  -1.26250  2.11949  -0.79656  0.69
O  -0.55437  3.21852  -0.09504  -0.28
O  -1.10812  0.84006  -0.05664  -0.37
O  -0.83151  2.07196  -2.21666  -0.23
Cl  0.55218  -0.49775  -4.13065  0.65
C  1.59261  -1.74858  -3.47955  -0.65
C  0.86915  -2.65502  -2.55808  -0.51
Cl  0.31362  -1.82201  -1.00671  0.64
H  2.42270  -1.24350  -2.98564  0.06
H  1.96699  -2.36489  -4.29693  0.09
H  1.53516  -3.50701  -2.42151  0.08
H  -0.04465  -3.05598  -2.99661  0.08
Cl  -1.35292  -1.90283  1.79654  0.69
C  -2.58020  -2.26893  3.06022  -0.52
C  -3.10135  -0.98723  3.72574  -0.58
Cl  -4.01349  0.00100  2.51626  0.59
H  -2.14396  -3.03155  3.70536  0.09
H  -3.50429  -2.65461  2.62962  0.08
H  -2.30417  -0.39424  4.17404  0.06
H  -3.85109  -1.23936  4.47569  0.08
Cl  -3.45075  1.16055  -6.40438  0.54
C  -2.73196  0.66545  -4.81735  -0.66
C  -3.76601  -0.18491  -4.02685  -0.60
Cl  -2.82964  -0.86222  -2.65517  0.59
H  -2.31503  1.47218  -4.21447  0.05
H  -1.90223  0.00498  -5.06919  0.00
H  -4.13347  -1.00473  -4.64408  0.07
H  -4.60437  0.40861  -3.66218  0.07
Cl  2.50667  -4.24365  0.45119  0.55
C  3.75508  -3.64387  1.60757  -0.59
C  3.68640  -2.12932  1.51352  -0.57
Cl  2.15283  -1.56452  2.31888  0.63
H  4.73206  -3.93360  1.22068  0.08
H  3.49715  -4.03063  2.59346  0.07
H  3.72111  -1.81580  0.47016  0.06
H  4.48389  -1.59147  2.02618  0.08

Computed properties:
**Gap between HOMO and LUMO (spin up / spin down)**: 7.3 / 3.5 eV
**LUMO energy (spin up / spin down)**: -0.1899 / -0.3285 hartree
**Expectation value of S²**: 0.756
**Electronic energy**: -8721.139396 Eh
**Multiplicity**: 2
**Total charge**: +1

=====

Record 5
ORCA calculation (ωB97M-V/def2-TZVPD) on a molecular structure, C11H16F4GaN3O2PS in a non-equilibrium geometry.

Last column: Löwdin charge in e.
Atoms and positions in Å:
C  -2.16334  2.42381  -0.68818  -0.25
Ga  -1.14548  0.66981  -0.28767  0.30
O  -1.15310  -0.40088  -1.86651  -0.21
N  -1.27778  -1.67726  -1.38434  -0.11
O  -1.36370  -2.36463  -2.41366  -0.09
P  -2.31804  -0.45292  1.44669  0.14
S  -3.80457  0.65464  2.04113  -0.06
C  0.81684  0.91094  0.31566  -0.26
F  0.80514  0.92439  1.82172  -0.10
F  1.57363  -0.31808  -0.12303  -0.10
C  1.59777  2.19265  -0.34814  -0.14
F  1.33589  3.38325  0.49341  -0.05
F  1.27130  2.41231  -1.79621  -0.05
H  -1.90440  2.91132  -1.73297  0.01
H  -2.04281  3.25895  0.13089  0.02
H  -3.32158  2.13998  -0.74327  0.01
H  -1.44372  -0.70890  2.58990  -0.07
H  -2.71096  -1.74124  0.92236  -0.08
H  2.76848  1.96547  -0.30119  0.17
N  3.59532  3.56313  2.65864  0.01
C  3.16876  4.77992  3.12341  -0.14
C  4.27435  5.48883  3.53733  -0.13
C  5.40818  4.67312  3.30865  -0.13
C  4.96011  3.49105  2.76285  -0.15
H  2.99683  2.83301  2.29482  0.13
H  2.11771  5.03586  3.12130  0.11
H  4.26534  6.48623  3.95738  0.09
H  6.44046  4.92151  3.51883  0.08
H  5.49408  2.60666  2.44178  0.10
N  -2.44255  -4.94926  -3.09635  0.01
C  -3.73598  -5.27654  -2.78258  -0.14
C  -3.79740  -6.63984  -2.59856  -0.13
C  -2.49386  -7.15203  -2.80276  -0.13
C  -1.67676  -6.08600  -3.10584  -0.14
H  -2.10563  -4.01505  -3.28969  0.10
H  -4.50022  -4.51359  -2.71884  0.11
H  -4.68491  -7.20430  -2.34352  0.08
H  -2.18437  -8.18699  -2.73528  0.08
H  -0.61905  -6.03932  -3.32816  0.10

Computed properties:
**Gap between HOMO and LUMO**: 7.7 eV
**LUMO energy**: 0.1016 hartree
**Electronic energy**: -3807.221903 Eh
**Total charge**: -1

=====

Record 6
ORCA calculation (ωB97M-V/def2-TZVPD) on a molecular structure, C11H16F9N3O7S2Zr.

Last column: Löwdin charge in e.
Atoms and positions in Å:
Zr  -1.02572  -0.38166  -0.27498  1.93
C  4.07585  0.25048  1.42828  0.02
N  2.66349  0.10132  1.80780  -0.09
C  2.38561  -0.22940  3.21165  0.03
C  1.70263  0.19890  0.93822  -0.38
O  0.47582  0.04346  1.22531  -0.12
C  2.00230  0.45719  -0.53230  -0.03
O  0.75959  0.78092  -1.18184  -0.23
C  0.50715  2.16094  -1.48954  -0.03
C  -0.72232  2.61180  -0.71440  -0.36
O  -1.30410  1.74590  0.00576  -0.13
N  -1.14634  3.83794  -0.83959  -0.09
C  -2.36709  4.29638  -0.16257  0.04
C  -0.47408  4.81005  -1.71318  0.02
H  4.67717  -0.27130  2.16697  0.11
H  4.36508  1.30104  1.42269  0.12
H  4.27221  -0.20492  0.46015  0.10
H  2.94498  0.45569  3.84522  0.11
H  2.70870  -1.25146  3.40422  0.12
H  1.32458  -0.13345  3.40938  0.10
H  2.36966  -0.46407  -0.99087  0.16
H  2.73120  1.24718  -0.70080  0.15
H  0.32905  2.23667  -2.56360  0.17
H  1.37751  2.76605  -1.23729  0.15
H  -2.83805  3.46573  0.34852  0.09
H  -3.04554  4.70532  -0.90898  0.12
H  -2.10584  5.07318  0.55392  0.12
H  0.60559  4.77700  -1.58514  0.10
H  -0.81203  5.80308  -1.43314  0.11
H  -0.73579  4.63348  -2.75637  0.12
F  -1.81790  -4.95787  1.75078  0.20
C  -0.58758  -4.56282  1.97963  -0.69
F  0.25791  -5.56096  1.90396  0.21
F  -0.50055  -3.95719  3.15054  0.18
S  -0.10825  -3.29993  0.70483  0.71
O  -1.18292  -2.24330  0.85263  -0.46
O  1.20279  -2.78759  0.95983  -0.23
N  -0.30675  -4.08713  -0.62576  -0.25
S  -0.30052  -3.26855  -1.96495  0.72
O  -0.16850  -1.80050  -1.62908  -0.46
O  0.57756  -3.72420  -2.96710  -0.16
C  -2.04961  -3.40966  -2.57857  -0.68
F  -2.86716  -2.99306  -1.61047  0.14
F  -2.18252  -2.64287  -3.63960  0.19
F  -2.29389  -4.66581  -2.86028  0.21
F  -4.04274  -1.24429  0.92780  0.23
C  -3.22401  -0.29047  0.86609  -0.19
F  -3.78823  0.76778  1.28090  0.21
F  -2.31842  -0.09501  -1.64466  -0.40

Computed properties:
**Gap between HOMO and LUMO**: 9.6 eV
**ΔE to the lowest compared entry with this formula, charge and spin**: 0.0 kcal/mol
**LUMO energy**: -0.2643 hartree
**Electronic energy**: -2861.503377 Eh
**Total charge**: +2

=====

- Look up the electronic energy of the first one.
  -3850.966925 Eh

=====

- Number 4 is which compound?
  C11H16Cl8CuF9MgO9S3